Formula: C47H41N4
Source: the OMol25 dataset
Level of theory: ωB97M-V/def2-TZVPD

Each atom is followed by the atoms it is bonded to, with distances in Å.
Atoms and positions in Å:
1 N -4.245 4.912 8.292  C13 1.426, C45 1.428, C46 1.405
2 N -1.690 -0.236 3.042  C38 1.296, C48 1.455
3 N -8.088 -2.977 3.729  C8 1.388, C11 1.428, C12 1.430
4 N 0.632 0.002 2.909  C35 1.456, C38 1.361, H71 1.010
5 C -7.777 -6.001 5.880  C7 1.399, C16 1.396, H70 1.091
6 C -5.453 -0.540 2.883  C17 1.425, C24 1.383, H59 1.090
7 C -8.847 -5.809 6.760  C5 1.399, C15 1.398, H62 1.090
8 C -7.076 -2.039 3.877  N3 1.388, C24 1.410, C50 1.412
9 C -6.698 8.342 8.370  C27 1.400, C42 1.397, H55 1.090
10 C -2.440 3.972 11.974  C21 1.399, C40 1.399, H54 1.090
11 C -8.343 -3.931 4.760  N3 1.428, C16 1.403, C32 1.398
12 C -8.941 -2.992 2.581  N3 1.430, C39 1.400, C47 1.401
13 C -3.615 4.558 9.522  N1 1.426, C33 1.398, C51 1.397
14 C -0.219 -1.835 4.284  C35 1.518, C48 1.521, H78 1.092, H89 1.093
15 C -9.677 -4.693 6.626  C7 1.398, C32 1.397, H83 1.090
16 C -7.509 -5.051 4.892  C5 1.396, C11 1.403, H82 1.092
17 C -5.046 -0.089 4.172  C6 1.425, C22 1.424, C29 1.431
18 C -0.808 1.763 2.016  C19 1.405, C20 1.401, C38 1.498
19 C 0.227 2.712 1.967  C18 1.405, C41 1.399, H52 1.092
20 C -2.021 2.006 1.359  C18 1.401, C25 1.398, H53 1.090
21 C -3.741 3.535 11.705  C10 1.399, C33 1.395, H91 1.090
22 C -4.061 0.931 4.304  C17 1.424, C26 1.416, H64 1.089
23 C -2.937 2.702 5.629  C26 1.429, C49 1.382, H67 1.090
24 C -6.506 -1.426 2.743  C6 1.383, C8 1.410, H73 1.091
25 C -2.176 3.152 0.574  C20 1.398, C31 1.401, H56 1.090
26 C -4.110 1.971 5.263  C22 1.416, C23 1.429, C36 1.430
27 C -5.393 8.416 7.869  C9 1.400, C34 1.393, H86 1.090
28 C -9.570 -3.962 0.453  C37 1.398, C47 1.397, H74 1.090
29 C -5.667 -0.691 5.312  C17 1.431, C50 1.383, H79 1.092
30 C -10.975 -2.280 1.479  C37 1.398, C39 1.396, H75 1.090
31 C -1.116 4.062 0.458  C25 1.401, C41 1.402, H66 1.091
32 C -9.444 -3.766 5.606  C11 1.398, C15 1.397, H61 1.092
33 C -4.328 3.820 10.472  C13 1.398, C21 1.395, H80 1.092
34 C -4.607 7.267 7.812  C27 1.393, C45 1.404, H58 1.092
35 C 0.988 -1.239 3.583  N4 1.456, C14 1.518, H69 1.099, H85 1.095
36 C -5.348 2.371 5.859  C26 1.430, C43 1.383, H76 1.091
37 C -10.715 -3.161 0.425  C28 1.398, C30 1.398, H68 1.091
38 C -0.639 0.441 2.700  N2 1.296, N4 1.361, C18 1.498
39 C -10.085 -2.186 2.551  C12 1.400, C30 1.396, H72 1.092
40 C -1.728 4.703 11.017  C10 1.399, C51 1.396, H90 1.090
41 C 0.075 3.849 1.166  C19 1.399, C31 1.402, H92 1.090
42 C -7.202 7.125 8.835  C9 1.397, C44 1.400, H87 1.090
43 C -5.401 3.414 6.766  C36 1.383, C46 1.402, H84 1.090
44 C -6.409 5.973 8.793  C42 1.400, C45 1.395, H60 1.092
45 C -5.114 6.045 8.280  N1 1.428, C34 1.404, C44 1.395
46 C -4.213 4.004 7.220  N1 1.405, C43 1.402, C49 1.409
47 C -8.692 -3.892 1.537  C12 1.401, C28 1.397, H57 1.091
48 C -1.526 -1.591 3.545  N2 1.455, C14 1.521, H65 1.107, H77 1.099
49 C -2.982 3.649 6.635  C23 1.382, C46 1.409, H63 1.092
50 C -6.616 -1.687 5.165  C8 1.412, C29 1.383, H81 1.092
51 C -2.316 4.995 9.785  C13 1.397, C40 1.396, H88 1.091
52 H 1.142 2.575 2.547  C19 1.092
53 H -2.824 1.275 1.452  C20 1.090
54 H -1.983 3.747 12.938  C10 1.090
55 H -7.324 9.234 8.392  C9 1.090
56 H -3.115 3.323 0.046  C25 1.090
57 H -7.809 -4.531 1.593  C47 1.091
58 H -3.588 7.287 7.418  C34 1.092
59 H -4.964 -0.102 2.013  C6 1.090
60 H -6.785 5.013 9.154  C44 1.092
61 H -10.086 -2.894 5.470  C32 1.092
62 H -9.034 -6.534 7.554  C7 1.090
63 H -2.084 4.165 6.981  C49 1.092
64 H -3.242 0.938 3.586  C22 1.089
65 H -1.593 -2.329 2.723  C48 1.107
66 H -1.231 4.953 -0.161  C31 1.091
67 H -2.003 2.463 5.120  C23 1.090
68 H -11.408 -3.228 -0.415  C37 1.091
69 H 1.382 -1.961 2.854  C35 1.099
70 H -7.145 -6.886 5.958  C5 1.091
71 H 1.380 0.540 2.496  N4 1.010
72 H -10.273 -1.509 3.387  C39 1.092
73 H -6.899 -1.680 1.757  C24 1.091
74 H -9.360 -4.652 -0.363  C28 1.090
75 H -11.875 -1.665 1.478  C30 1.090
76 H -6.272 1.871 5.564  C36 1.091
77 H -2.374 -1.771 4.220  C48 1.099
78 H -0.071 -2.911 4.404  C14 1.092
79 H -5.375 -0.356 6.310  C29 1.092
80 H -5.340 3.494 10.227  C33 1.092
81 H -7.046 -2.178 6.041  C50 1.092
82 H -6.666 -5.160 4.207  C16 1.092
83 H -10.513 -4.535 7.308  C15 1.090
84 H -6.350 3.759 7.177  C43 1.090
85 H 1.771 -1.031 4.319  C35 1.095
86 H -4.986 9.365 7.521  C27 1.090
87 H -8.215 7.061 9.235  C42 1.090
88 H -1.795 5.568 9.016  C51 1.091
89 H -0.310 -1.397 5.281  C14 1.093
90 H -0.718 5.053 11.225  C40 1.090
91 H -4.308 2.976 12.449  C21 1.090
92 H 0.890 4.568 1.091  C41 1.090

Values from the calculation:
Multiplicity: 1
Maximum force in Eh/bohr: 0.025
Charge: +1

Results of the Mulliken charge analysis, in e, for atoms 1 through 2: 0.9032, -0.1692

Formula: C8H26B2O29
Source: the OMol25 dataset
Level of theory: ωB97M-V/def2-TZVPD

Each atom is followed by the atoms it is bonded to, with distances in Å.
Atoms and positions in Å:
1 O -0.701 -2.356 -2.428  C36 1.310, B39 1.481
2 O 1.933 0.954 -1.908  C30 1.190
3 O -0.925 0.951 0.062  C37 1.313, B38 1.495
4 O 0.103 -0.340 1.877  C35 1.302, B38 1.469
5 O -3.744 -0.993 -1.339  H44 0.964, H61 0.962
6 O 0.929 2.824 2.216  H42 0.969, H46 0.965
7 O 0.706 -3.811 -1.459  C36 1.198
8 O -1.174 -1.465 0.307  C32 1.322, B38 1.462
9 O -2.569 -0.191 -5.906  C31 1.200
10 O -1.184 -1.408 -4.592  C31 1.313, B39 1.488
11 O -1.286 0.011 -2.707  C34 1.319, B39 1.456
12 O -4.237 -0.611 3.606  H43 0.963, H64 0.962
13 O 2.356 -2.364 4.050  H45 0.964, H60 0.966
14 O -0.198 1.858 4.671  H47 0.963, H52 0.969
15 O 4.660 1.478 -2.484  H49 0.963, H56 0.963
16 O -2.612 -2.462 1.764  C32 1.192
17 O 0.881 -0.397 -0.446  C30 1.334, B38 1.457
18 O -0.875 -1.104 3.721  C35 1.210
19 O -0.209 2.794 -1.028  C37 1.200
20 O -2.800 3.653 -1.720  H50 0.970, H62 0.970
21 O 1.349 5.179 -2.691  H40 0.961, H65 0.966
22 O 2.482 0.682 3.596  H57 0.970, H59 0.961
23 O -2.806 1.444 -3.523  C34 1.198
24 O -1.923 -4.294 -0.405  H41 0.967, H48 0.971
25 O 3.560 -1.502 0.807  H53 0.962, H55 0.967
26 O 2.710 -2.056 -2.760  C33 1.199
27 O 0.883 -0.891 -3.343  C33 1.315, B39 1.487
28 O 2.747 1.130 -4.752  H51 0.963, H54 0.962
29 O -1.668 -1.317 6.454  H58 0.962, H63 0.970
30 C 1.043 0.723 -1.153  O2 1.190, O17 1.334, C37 1.545
31 C -1.971 -0.399 -4.887  O9 1.200, O10 1.313, C34 1.539
32 C -1.674 -1.780 1.489  O8 1.322, O16 1.192, C35 1.545
33 C 1.531 -1.843 -2.710  O26 1.199, O27 1.315, C36 1.564
34 C -2.102 0.480 -3.631  O11 1.319, O23 1.198, C31 1.539
35 C -0.762 -1.074 2.516  O4 1.302, O18 1.210, C32 1.545
36 C 0.478 -2.834 -2.113  O1 1.310, O7 1.198, C33 1.564
37 C -0.132 1.634 -0.731  O3 1.313, O19 1.200, C30 1.545
38 B -0.263 -0.331 0.454  O3 1.495, O4 1.469, O8 1.462, O17 1.457
39 B -0.581 -1.137 -3.259  O1 1.481, O10 1.488, O11 1.456, O27 1.487
40 H 0.916 5.823 -2.124  O21 0.961
41 H -1.028 -4.411 -0.751  O24 0.967
42 H 0.611 3.028 3.108  O6 0.969
43 H -4.109 -1.520 3.898  O12 0.963
44 H -3.075 -0.361 -1.623  O5 0.964
45 H 2.425 -2.749 3.169  O13 0.964
46 H 0.271 2.214 1.860  O6 0.965
47 H -1.153 1.736 4.669  O14 0.963
48 H -1.882 -3.487 0.133  O24 0.971
49 H 4.094 1.209 -1.752  O15 0.963
50 H -2.937 2.875 -2.283  O20 0.970
51 H 3.044 0.839 -3.883  O28 0.963
52 H 0.145 1.090 4.189  O14 0.969
53 H 4.349 -1.002 1.036  O25 0.962
54 H 2.014 1.723 -4.563  O28 0.962
55 H 3.226 -1.084 0.002  O25 0.967
56 H 4.877 0.655 -2.936  O15 0.963
57 H 2.037 1.366 3.073  O22 0.970
58 H -0.858 -1.003 6.866  O29 0.962
59 H 3.241 0.424 3.065  O22 0.961
60 H 1.746 -1.623 3.943  O13 0.966
61 H -3.912 -0.771 -0.418  O5 0.962
62 H -2.071 3.374 -1.144  O20 0.970
63 H -1.463 -1.338 5.507  O29 0.970
64 H -3.400 -0.179 3.802  O12 0.962
65 H 0.935 4.339 -2.457  O21 0.966

Values from the calculation:
Multiplicity: 1
Maximum force in Eh/bohr: 0.035
Charge: -2

Results of the Mulliken charge analysis, in e, for atoms 1 through 2: -0.5100, -0.5739

Formula: C16H27BrClN6O7
Source: the OMol25 dataset
Level of theory: ωB97M-V/def2-TZVPD

Each atom is followed by the atoms it is bonded to, with distances in Å.
Atoms and positions in Å:
1 Br -4.042 -1.435 3.697  C25 1.939
2 Cl -0.576 -2.330 3.690  C31 1.759
3 O 3.346 -1.917 0.501  C19 1.517, C29 1.380
4 O 1.640 1.374 -2.196  C26 1.233
5 O -0.013 -2.738 -4.353  C23 1.341, H32 0.964
6 O 0.861 -0.099 1.327  N14 1.342, C16 1.474
7 O 3.221 2.329 1.153  C30 1.422, H48 0.963
8 O -0.458 -0.680 -3.687  C23 1.191
9 O 0.428 -0.100 4.529  C31 1.184
10 N 0.129 -1.274 -0.577  N14 1.377, C17 1.457, C21 1.321
11 N -2.090 -0.366 1.963  C18 1.340, C25 1.467, C27 1.445
12 N 1.455 1.720 -4.419  C26 1.353, H44 1.005, H49 1.003
13 N 3.432 2.188 -3.318  C26 1.360, H35 1.003, H37 1.003
14 N -0.137 -0.657 0.625  O6 1.342, N10 1.377, C18 1.342
15 N -2.024 -1.404 -0.177  C18 1.339, C21 1.327
16 C 1.036 1.321 0.968  O6 1.474, C30 1.529, H39 1.095, H46 1.088
17 C 1.495 -1.392 -1.071  N10 1.457, C29 1.530, H38 1.086, H45 1.086
18 C -1.453 -0.778 0.859  N11 1.340, N14 1.342, N15 1.339
19 C 3.658 -2.702 -0.759  O3 1.517, C29 1.469, H41 1.081, H56 1.081
20 C -1.304 -2.414 -2.301  C21 1.492, C23 1.524, H50 1.093, H51 1.093
21 C -1.044 -1.680 -1.029  N10 1.321, N15 1.327, C20 1.492
22 C -4.334 0.725 1.811  C24 1.529, C25 1.543, H47 1.093, H57 1.089
23 C -0.549 -1.852 -3.500  O5 1.341, O8 1.191, C20 1.524
24 C -5.096 0.714 0.485  C22 1.529, H34 1.092, H40 1.090, H55 1.091
25 C -3.540 -0.580 2.031  Br1 1.939, N11 1.467, C22 1.543, H42 1.084
26 C 2.147 1.745 -3.257  O4 1.233, N12 1.353, N13 1.360
27 C -1.406 0.271 3.064  N11 1.445, C31 1.530, H33 1.090, H43 1.090
28 C 1.529 3.078 2.702  C30 1.523, H52 1.094, H53 1.088, H54 1.093
29 C 2.307 -2.406 -0.263  O3 1.380, C17 1.530, C19 1.469, H58 1.090
30 C 2.092 1.907 1.907  O7 1.422, C16 1.529, C28 1.523, H36 1.092
31 C -0.422 -0.586 3.863  Cl2 1.759, O9 1.184, C27 1.530
32 H -0.077 -3.641 -4.022  O5 0.964
33 H -2.160 0.674 3.740  C27 1.090
34 H -5.566 -0.257 0.321  C24 1.092
35 H 3.868 2.494 -4.168  N13 1.003
36 H 2.443 1.119 2.576  C30 1.092
37 H 3.959 2.210 -2.465  N13 1.003
38 H 1.453 -1.755 -2.094  C17 1.086
39 H 0.062 1.806 1.085  C16 1.095
40 H -5.884 1.467 0.493  C24 1.090
41 H 4.116 -3.619 -0.414  C19 1.081
42 H -3.785 -1.290 1.251  C25 1.084
43 H -0.786 1.105 2.736  C27 1.090
44 H 0.519 1.354 -4.391  N12 1.005
45 H 2.012 -0.440 -1.004  C17 1.086
46 H 1.337 1.393 -0.075  C16 1.088
47 H -3.658 1.580 1.883  C22 1.093
48 H 2.916 2.923 0.459  O7 0.963
49 H 1.842 2.011 -5.297  N12 1.003
50 H -1.161 -3.486 -2.143  C20 1.093
51 H -2.367 -2.271 -2.508  C20 1.093
52 H 1.181 3.855 2.015  C28 1.094
53 H 2.291 3.486 3.363  C28 1.088
54 H 0.677 2.779 3.318  C28 1.093
55 H -4.449 0.926 -0.369  C24 1.091
56 H 4.238 -1.996 -1.336  C19 1.081
57 H -5.055 0.831 2.621  C22 1.089
58 H 1.746 -3.243 0.154  C29 1.090

Values from the calculation:
Multiplicity: 1
Maximum force in Eh/bohr: 0.055
Charge: +1

Results of the Mulliken charge analysis, in e, for atoms 1 through 2: -0.0321, -0.1561

Formula: C4H8N2S
Source: the OMol25 dataset
Level of theory: ωB97M-V/def2-TZVPD

Each atom is followed by the atoms it is bonded to, with distances in Å.
Atoms and positions in Å:
1 S 3.409 -0.498 -0.225  C5 1.612
2 N -1.864 -0.651 -0.781  C4 1.399, H11 1.027, H13 1.036
3 N 0.980 0.254 0.017  C5 1.300, C6 1.458, C7 1.478
4 C -1.080 -0.238 0.301  N2 1.399, C6 1.589, C7 1.623, H15 1.135
5 C 2.215 0.584 -0.221  S1 1.612, N3 1.300, H10 1.088
6 C 0.317 -0.988 0.394  N3 1.458, C4 1.589, H9 1.117, H12 1.067
7 C -0.222 1.113 0.032  N3 1.478, C4 1.623, H8 1.078, H14 1.115
8 H -0.338 1.566 -0.940  C7 1.078
9 H 0.614 -1.244 1.440  C6 1.117
10 H 2.290 1.653 -0.410  C5 1.088
11 H -2.410 -1.480 -0.519  N2 1.027
12 H 0.536 -1.777 -0.290  C6 1.067
13 H -2.585 0.063 -0.992  N2 1.036
14 H -0.305 1.853 0.861  C7 1.115
15 H -1.558 -0.209 1.331  C4 1.135

Values from the calculation:
Structure (SMILES): NC1CN(C=S)C1
Multiplicity: 1
Maximum force in Eh/bohr: 0.062
Charge: 0

Results of the Mulliken charge analysis, in e, for atoms 1 through 2: -0.3914, -0.7467

How do the records compare in electronic energy? In the order shown, they have -2034.3888 -2552.7832 -4515.0224 -664.8634 a.u..
How do the records compare in energy relative to the best compared isomer or geometry (same formula, charge and spin)? In the order shown, they have 0.0 49.2 0.0 182.3 kJ/mol.
How do the records compare in HOMO energy? In the order shown, they have -10.276 -5.469 -12.503 -8.104 eV.